# C48H100N4O26S5

A cluster of 13 separate species, C48H100N4O26S5 in total in a non-equilibrium geometry (ωB97M-V/def2-TZVPD, the Open Molecules 2025 dataset).

Its LUMO energy is 0.001 eV. The value obtained for the orbital gap is 9.229 eV.

Each line ends with the Löwdin charge.
Positions of all 183 atoms, in Å:
S -19.06 10.26 27.27  0.682
S -8.91 11.75 18.37  0.675
S -11.94 9.22 27.04  0.709
S -6.99 16.27 25.06  0.703
S -20.75 21.55 23.98  0.745
O -20.87 5.60 18.98  0.011
O -13.19 3.92 22.19  0.002
O -15.21 13.33 24.06  0.045
O -18.62 14.61 17.08  0.148
O -12.14 7.85 27.51  -0.346
O -19.38 9.24 28.25  -0.332
O -13.33 17.39 30.37  0.062
O -17.24 12.84 16.88  0.005
O -23.18 14.49 30.29  -0.012
O -13.25 13.63 22.82  0.063
O -18.14 11.32 27.60  -0.349
O -15.12 20.27 21.60  0.000
O -17.70 13.57 18.87  0.011
O -7.99 11.59 17.29  -0.324
O -7.00 14.81 25.13  -0.363
O -14.88 12.12 22.31  -0.021
O -6.00 16.91 25.91  -0.342
O -10.28 12.18 18.09  -0.338
O -20.40 21.02 22.63  -0.374
O -22.27 4.07 19.76  0.013
O -21.05 14.49 30.38  0.009
O -20.46 22.94 24.40  -0.371
O -23.10 6.11 19.13  0.080
O -22.14 16.45 29.65  0.087
O -10.19 5.80 17.06  0.024
O -12.51 9.54 25.71  -0.377
N -13.42 18.30 32.35  -0.001
N -11.23 4.34 15.69  0.007
N -14.42 19.46 19.53  -0.010
N -12.32 5.98 22.66  -0.027
C -14.88 14.40 24.96  -0.184
C -13.89 18.19 19.86  -0.087
C -19.90 20.41 25.20  -0.204
C -7.59 11.92 20.75  -0.247
C -8.79 16.84 25.52  -0.193
C -16.06 15.40 24.92  -0.061
C -15.01 20.37 20.36  -0.513
C -14.52 19.40 30.53  -0.005
C -23.57 3.58 20.22  -0.014
C -14.15 11.43 21.37  -0.065
C -13.71 18.27 31.06  -0.630
C -13.37 5.08 22.62  -0.489
C -12.48 6.14 16.77  -0.010
C -12.50 10.52 28.30  -0.154
C -17.28 12.74 15.48  -0.059
C -18.38 15.75 19.94  -0.062
C -20.56 6.72 18.11  -0.196
C -14.33 13.06 23.10  -0.526
C -8.14 12.86 19.67  -0.205
C -10.09 11.06 27.71  -0.239
C -18.48 14.23 19.94  -0.189
C -22.28 19.98 25.61  -0.217
C -10.98 5.77 22.25  -0.087
C -8.60 10.84 20.90  -0.225
C -9.51 16.91 24.20  -0.235
C -20.31 10.84 24.82  -0.202
C -8.89 10.33 19.46  -0.215
C -8.50 17.52 23.17  -0.189
C -15.52 21.62 19.64  -0.008
C -11.22 5.42 16.50  -0.577
C -22.47 21.08 24.54  -0.206
C -19.49 9.57 24.63  -0.229
C -18.89 14.46 31.50  -0.060
C -20.50 10.97 26.36  -0.204
C -19.17 7.27 18.55  -0.069
C -20.93 20.15 26.37  -0.175
C -10.07 3.51 15.32  -0.069
C -19.74 15.16 30.42  -0.183
C -22.11 15.29 30.07  -0.529
C -11.15 11.19 28.74  -0.241
C -24.50 14.99 29.99  -0.045
C -22.17 5.30 19.27  -0.540
C -10.18 9.68 27.11  -0.220
C -18.38 9.44 25.73  -0.177
C -14.79 5.57 23.00  0.000
C -17.94 13.76 17.55  -0.600
C -13.62 19.42 33.26  -0.072
C -7.06 16.83 23.31  -0.185
H -18.94 16.12 19.08  0.071
H -10.88 10.81 29.72  0.113
H -22.33 19.02 25.11  0.111
H -15.95 16.32 25.50  0.076
H -9.85 2.78 16.10  0.078
H -12.84 17.57 32.75  0.141
H -16.71 13.58 15.07  0.101
H -13.06 19.17 34.16  0.089
H -22.96 20.73 23.63  0.094
H -19.35 14.61 32.48  0.076
H -14.72 22.36 19.56  0.082
H -19.26 15.01 29.45  0.119
H -12.91 6.14 15.78  0.075
H -21.24 10.86 24.25  0.113
H -15.43 19.60 31.10  0.082
H -18.67 7.79 17.73  0.071
H -21.28 7.53 18.19  0.115
H -17.92 14.95 31.52  0.074
H -8.21 10.06 21.56  0.118
H -20.91 20.95 27.11  0.107
H -15.99 21.32 18.70  0.076
H -12.11 3.99 15.34  0.130
H -20.53 19.31 26.95  0.103
H -13.18 10.08 29.02  0.101
H -6.59 11.65 20.44  0.122
H -10.18 2.78 14.52  0.076
H -18.08 13.73 20.82  0.111
H -19.75 19.57 24.52  0.084
H -24.61 15.76 29.22  0.089
H -24.44 4.10 19.80  0.090
H -15.30 4.80 23.57  0.078
H -18.51 6.41 18.69  0.069
H -9.48 11.23 21.39  0.119
H -19.50 13.86 20.05  0.117
H -25.12 15.33 30.82  0.090
H -14.81 10.86 20.72  0.100
H -8.96 13.42 20.13  0.093
H -16.22 22.11 20.32  0.082
H -8.45 18.60 23.28  0.105
H -23.70 3.62 21.30  0.090
H -18.06 8.42 25.94  0.096
H -10.78 6.61 21.58  0.087
H -7.56 12.45 21.70  0.116
H -17.32 15.99 19.90  0.079
H -13.03 11.18 27.62  0.083
H -9.78 8.96 27.81  0.104
H -16.44 15.61 23.92  0.075
H -9.78 9.44 26.12  0.105
H -14.21 17.40 19.18  0.086
H -14.51 19.71 18.56  0.130
H -11.28 12.25 28.96  0.114
H -6.21 17.52 23.31  0.086
H -17.57 10.07 25.38  0.091
H -20.43 6.45 17.06  0.119
H -10.36 5.59 23.13  0.087
H -9.88 15.92 23.90  0.115
H -8.79 17.83 25.97  0.098
H -19.08 9.71 23.63  0.104
H -13.85 20.26 30.56  0.085
H -19.91 16.22 30.57  0.115
H -9.19 4.11 15.12  0.085
H -13.97 14.95 24.70  0.112
H -9.11 11.27 28.16  0.125
H -13.44 10.83 21.93  0.102
H -14.01 17.95 20.92  0.085
H -20.62 11.93 26.86  0.091
H -20.05 8.64 24.49  0.109
H -19.74 11.67 24.42  0.110
H -13.65 12.16 20.74  0.097
H -18.83 16.20 20.82  0.078
H -13.11 5.52 17.41  0.092
H -15.32 5.68 22.05  0.077
H -9.19 16.10 26.22  0.095
H -18.20 12.43 14.98  0.102
H -8.01 9.75 19.19  0.110
H -7.46 13.62 19.27  0.099
H -16.92 14.98 25.43  0.064
H -21.32 10.34 26.72  0.094
H -12.38 7.21 17.00  0.091
H -14.69 19.57 33.34  0.082
H -12.80 18.20 19.88  0.076
H -16.60 11.96 15.15  0.087
H -6.88 16.00 22.63  0.091
H -14.73 14.11 26.00  0.122
H -13.16 20.31 32.81  0.080
H -19.12 7.80 19.50  0.071
H -18.74 13.40 31.31  0.079
H -10.32 17.64 24.22  0.112
H -23.14 20.03 26.28  0.108
H -22.95 21.96 24.97  0.098
H -14.81 19.35 29.48  0.086
H -14.79 6.51 23.56  0.066
H -10.33 11.86 27.01  0.122
H -12.55 6.92 22.96  0.124
H -24.96 14.08 29.59  0.090
H -23.69 2.52 19.99  0.089
H -18.91 20.84 25.35  0.096
H -8.95 17.45 22.17  0.102
H -9.87 9.89 19.28  0.102
H -10.91 4.85 21.67  0.084

***

# C4H12

A cluster of 2 separate species, C4H12 in total in a non-equilibrium geometry (ωB97M-V/def2-TZVPD, the Open Molecules 2025 dataset).

Its LUMO energy is 1.110 eV. The value obtained for the relative energy (zero: lowest compared OMol25 entry of this formula, charge and spin) is 1.828 eV. The value obtained for the orbital gap is 12.269 eV. As for the SMILES: CC.CC.

Each line ends with the natural charge from an NBO analysis.
Positions of all 16 atoms, in Å:
C 1.27 -0.80 -0.85  -0.590
C 1.83 -1.73 -1.91  -0.591
C -2.00 1.22 1.98  -0.602
C -1.03 1.36 0.88  -0.616
H -1.31 2.10 0.20  0.203
H -0.02 1.44 1.11  0.204
H 1.19 -2.27 -2.53  0.200
H -2.05 0.16 2.37  0.214
H -0.95 0.44 0.26  0.196
H 2.48 -1.17 -2.53  0.199
H 0.67 0.15 -1.18  0.193
H -1.86 2.06 2.60  0.211
H 2.29 -2.40 -1.42  0.192
H 0.56 -1.23 -0.26  0.195
H -3.14 1.12 1.47  0.190
H 2.08 -0.43 -0.20  0.201

***

# C5H5NO

The molecule C5H5NO (ωB97M-V/def2-TZVPD, the Open Molecules 2025 dataset).

Its LUMO energy is 0.182 eV. The value obtained for the relative energy (zero: lowest compared OMol25 entry of this formula, charge and spin) is 6.093 eV. The value obtained for the orbital gap is 9.017 eV.

Each line ends with the natural charge from an NBO analysis.
Positions of all 12 atoms, in Å:
O -1.64 -0.96 -0.76  -0.510
N 0.42 -1.62 -0.54  -0.581
C 1.12 0.82 0.18  -0.407
C -0.38 -0.70 -1.10  0.611
C -0.46 -1.18 0.49  0.203
C -0.21 0.35 0.69  -0.230
C 0.00 0.73 -0.80  -0.287
H -0.84 0.95 1.34  0.234
H 1.92 0.09 0.12  0.257
H -0.52 1.58 -1.23  0.249
H 1.41 1.83 0.47  0.231
H -0.79 -1.85 1.29  0.229

***

# C35H34ClCoNOSi2

A structure of composition C35H34ClCoNOSi2 in a non-equilibrium geometry (ωB97M-V/def2-TZVPD, the Open Molecules 2025 dataset).

Its LUMO energy (alpha / beta) is 0.441 / -0.475 eV. The value obtained for the relative energy (zero: lowest compared OMol25 entry of this formula, charge and spin) is 1.986 eV. As for the spin multiplicity: 4. The value obtained for the orbital gap (alpha / beta) is 6.933 / 5.976 eV. As for the expectation value of S²: 3.8147.

Each line ends with the Löwdin charge.
Positions of all 75 atoms, in Å:
Co -1.09 -1.44 1.57  0.368
Cl 3.41 1.50 -0.95  0.296
Si 2.08 2.28 0.42  0.269
Si 0.19 -0.95 -1.23  0.540
O 0.29 2.43 3.17  -0.089
N 0.75 -0.56 3.59  0.122
C -0.92 -0.22 0.12  -0.248
C -1.56 1.83 -3.85  -0.093
C 1.67 -2.93 -2.83  -0.089
C -1.51 4.53 -1.54  -0.097
C 1.86 -3.69 -3.99  -0.092
C -0.42 -3.19 -4.70  -0.079
C -2.63 -0.39 2.59  -0.127
C 1.97 0.61 5.28  -0.009
C 1.56 -1.61 3.76  -0.115
C -1.34 0.99 -2.75  -0.091
C 1.32 -1.24 0.36  -0.236
C 0.91 0.49 4.38  -0.269
C -0.25 4.57 -2.12  -0.092
C -0.51 2.15 -4.71  -0.098
C -2.59 -2.62 1.95  -0.180
C -0.07 1.62 4.29  -0.179
C 0.97 0.74 -3.42  -0.113
C -0.57 -2.72 0.16  -0.144
C 0.77 1.64 -4.47  -0.077
C 0.83 -3.78 -4.94  -0.097
C 2.67 -1.56 4.60  -0.053
C 0.73 -2.51 0.67  -0.112
C -1.93 -2.51 3.21  -0.126
C 0.82 3.88 -1.55  -0.109
C -0.08 0.42 -2.58  -0.212
C -1.72 3.76 -0.39  -0.092
C 0.50 -0.07 0.43  -0.224
C -0.61 -2.46 -3.52  -0.089
C 2.88 -0.42 5.38  -0.053
C -1.97 -1.15 3.61  -0.142
C -3.05 -1.31 1.58  -0.183
C 0.47 -2.24 -2.66  -0.220
C -0.65 3.09 0.20  -0.119
C -1.29 -1.58 -0.42  -0.243
C 0.62 3.12 -0.38  -0.328
H -2.72 3.68 0.05  0.102
H -1.24 -3.30 -5.41  0.102
H 2.46 -2.86 -2.07  0.103
H 1.56 1.08 1.22  -0.035
H -0.24 3.24 3.20  0.097
H 3.34 -2.42 4.63  0.103
H -0.69 2.83 -5.55  0.102
H -1.64 -0.76 4.56  0.095
H 1.95 0.29 -3.26  0.086
H -2.55 2.26 -4.01  0.103
H 1.61 1.93 -5.10  0.104
H 1.99 1.52 5.88  0.117
H 1.34 -2.52 3.19  0.094
H -1.59 -2.02 -3.33  0.103
H -2.85 0.67 2.61  0.110
H -2.17 0.78 -2.07  0.101
H -1.47 -3.33 3.75  0.110
H 3.73 -0.35 6.06  0.110
H 1.82 3.92 -2.00  0.095
H -2.73 -3.56 1.41  0.116
H -3.64 -1.06 0.70  0.122
H -0.80 2.52 1.13  0.083
H -0.08 5.11 -3.06  0.106
H 2.40 -1.13 0.38  0.114
H -0.97 -3.71 0.00  0.145
H -1.10 1.24 4.20  0.100
H 1.33 -3.33 1.08  0.125
H -1.60 0.62 -0.01  0.117
H -2.22 -1.73 -1.00  0.158
H 0.05 2.22 5.21  0.119
H 2.75 3.18 1.27  -0.082
H 2.80 -4.22 -4.14  0.100
H 0.99 -4.36 -5.85  0.098
H -2.34 5.07 -2.00  0.103

***

What energy values result from the calculations? In sequence: -6054.96100, -159.51780, -323.29576, -3905.75052 hartree.